(1)
{"formula": "C5H9O2P", "method": "the ωB97M-V functional and the def2-TZVPD basis", "species": ["C", "C", "O", "P", "C", "C", "C", "O", "H", "H", "H", "H", "H", "H", "H", "H", "H"], "positions_angstrom": [[-1.2442, -0.5635, 1.8208], [-0.5445, 0.5658, 1.0326], [-1.1435, 1.5536, 0.7585], [1.1515, 0.2262, 0.4090], [1.4139, 1.9737, -0.2628], [0.3836, -0.3902, -1.1710], [-0.1312, -1.8687, -1.2440], [0.6080, 0.2967, -2.1337], [-2.2799, -0.2822, 2.2182], [-0.5283, -1.0555, 2.5448], [-1.3559, -1.3083, 0.9768], [1.3429, 2.6903, 0.6551], [0.6105, 2.1205, -0.8684], [2.4056, 2.1732, -0.8610], [-1.1872, -1.7034, -1.1896], [0.3652, -2.3296, -0.3275], [0.1337, -2.0986, -2.3578]], "forces_ev_per_a": [[0.27, -0.69, -0.70], [-1.15, -1.30, 1.71], [-0.59, 1.49, -0.32], [0.86, 1.27, -0.33], [3.57, 0.48, 2.76], [1.41, -1.07, -0.49], [1.83, 2.29, -1.08], [-0.82, -0.50, -0.59], [1.73, -0.31, -0.47], [-1.04, 0.66, -0.53], [-0.28, 0.33, 1.09], [0.29, -1.20, -1.67], [-2.08, 0.81, -1.70], [-1.90, -0.71, 1.38], [-0.87, -0.74, 0.29], [-0.93, -0.30, -1.74], [-0.29, -0.52, 2.36]], "mulliken_charge": [-0.8844, 0.6102, -0.4859, 0.0040, -0.9459, 0.7037, -1.2573, -0.5065, 0.2935, 0.3137, 0.1796, 0.2979, 0.3597, 0.2898, 0.3378, 0.3410, 0.3491], "smiles": "CC(=O)P(C)C(C)=O", "homo_lumo_gap_ev": 9.773, "energy_ha": -687.6809, "molar_mass_da": 132.1, "e_lumo_ha": 0.02028, "largest_force_ev_per_a": 4.53, "total_charge": 0, "relative_energy_ev": 2.1366}

(2)
{"formula": "C2H4FIO", "method": "the ωB97M-V functional and the def2-TZVPD basis", "species": ["C", "C", "O", "F", "I", "H", "H", "H", "H"], "positions_angstrom": [[-0.9597, 0.7248, -0.3826], [0.6917, -0.7145, 0.4394], [-0.3613, 0.0358, 0.7126], [0.4720, -1.6883, -0.4583], [2.4923, 0.3565, -0.1412], [-1.3540, 0.0233, -1.1212], [-0.2300, 1.3888, -0.8569], [-1.7679, 1.3123, 0.0461], [1.0170, -1.4387, 1.7621]], "forces_ev_per_a": [[-0.15, 0.25, -0.34], [1.69, -2.52, 4.64], [-0.32, 0.10, 0.00], [-0.23, 0.02, -0.41], [-0.15, -0.04, -0.03], [0.04, 0.04, 0.10], [-0.06, -0.06, 0.06], [0.05, -0.05, -0.05], [-0.88, 2.26, -3.97]], "mulliken_charge": [-0.6289, -0.0330, -0.2600, -0.2068, 0.0383, 0.2816, 0.3082, 0.2168, 0.2839], "homo_lumo_gap_ev": 9.852, "energy_ha": -551.3231, "molar_mass_da": 190.0, "e_lumo_ha": 0.00900, "largest_force_ev_per_a": 5.54, "total_charge": 0, "relative_energy_ev": 1.4991}

(3)
{"formula": "C13H23AgO8PS2", "method": "the ωB97M-V functional and the def2-TZVPD basis", "species": ["C", "C", "O", "C", "C", "O", "C", "C", "O", "C", "C", "C", "C", "C", "C", "O", "O", "C", "P", "S", "O", "S", "O", "O", "H", "H", "H", "H", "H", "H", "H", "H", "H", "H", "H", "H", "H", "H", "H", "H", "H", "H", "H", "H", "H", "H", "H", "Ag"], "positions_angstrom": [[-3.2914, 1.7863, -3.3349], [-1.9159, 1.9185, -2.7164], [-1.7430, 0.9345, -1.6668], [-0.4616, 0.6123, -1.3506], [0.4738, 1.7958, -1.1206], [1.7352, 1.2943, -0.6798], [2.1348, 1.7373, 0.5475], [2.2048, 3.2077, 0.8343], [2.4460, 0.9158, 1.3884], [-0.5224, -0.1974, -0.0190], [-0.1884, -1.6854, -0.1398], [-0.3272, -2.3666, 1.2342], [0.6168, -1.8272, 2.3316], [-0.1805, -1.3167, 3.5572], [-0.8252, 0.0206, 3.3618], [-2.0231, 0.1598, 3.2438], [-0.0550, 1.2357, 3.3268], [1.1987, -1.9610, -0.7290], [1.2945, -3.7235, -1.3333], [3.1963, -4.2592, -1.7435], [1.5592, -1.1867, -1.8574], [0.3195, -0.4820, -2.6145], [0.8890, 0.3262, -3.6295], [-0.6049, -1.4537, -3.1010], [-3.7173, 0.8120, -3.1333], [-3.2545, 1.9756, -4.3964], [-3.9592, 2.5044, -2.8809], [-1.1296, 1.8963, -3.4609], [-1.8713, 2.9003, -2.2517], [-0.0033, 2.4643, -0.4104], [0.6416, 2.3684, -2.0227], [1.2063, 3.5840, 1.0397], [2.6171, 3.7877, 0.0201], [2.7717, 3.3201, 1.7421], [0.0860, 0.2675, 0.7455], [-1.5497, -0.1547, 0.3212], [-0.9608, -2.1342, -0.7567], [-0.1980, -3.4374, 1.1435], [-1.3488, -2.2386, 1.5692], [1.2482, -1.0075, 2.0005], [1.2555, -2.6009, 2.7314], [0.4470, -1.2963, 4.4444], [-0.9925, -1.9946, 3.7677], [0.5225, 1.3070, 4.1114], [1.9616, -1.7833, 0.0207], [0.6029, -3.7324, -2.5588], [0.6639, -4.6055, -0.4483], [-0.9697, 2.3127, 4.8734]], "forces_ev_per_a": [[-0.02, -0.05, 0.43], [-0.47, 0.74, -0.06], [-0.05, 0.01, -0.77], [0.74, -0.73, 2.01], [0.15, 0.51, -0.97], [-0.21, 0.38, 0.73], [0.55, -0.86, 0.90], [-0.40, -0.22, -0.14], [-0.22, 0.43, -0.77], [-0.10, -0.35, -0.51], [-0.29, -0.35, 0.73], [0.54, 0.46, 0.15], [-0.49, 0.36, 0.47], [0.56, 0.24, -0.23], [-2.59, -0.32, -0.14], [1.94, 0.25, 0.07], [0.38, -0.87, -0.25], [-0.37, -0.21, 0.08], [0.02, 0.40, -0.15], [0.24, -0.14, -0.10], [-0.33, -0.02, 0.16], [-0.60, 1.01, -2.49], [0.87, 0.56, 0.26], [-0.25, -1.00, 1.08], [0.06, -0.34, -0.21], [-0.05, -0.06, -0.29], [-0.25, 0.20, 0.02], [0.23, -0.52, -0.08], [0.26, 0.16, 0.20], [-0.06, -0.06, 0.32], [-0.01, 0.03, -0.32], [-0.22, 0.12, -0.07], [0.14, 0.05, -0.19], [0.35, 0.14, 0.16], [0.29, 0.10, 0.01], [-0.31, 0.12, -0.03], [-0.05, -0.04, -0.37], [0.03, -0.29, 0.00], [-0.35, 0.05, -0.11], [0.26, -0.05, -0.25], [0.28, -0.26, -0.12], [0.29, 0.14, 0.09], [-0.31, -0.13, 0.13], [1.57, -1.18, -0.95], [0.29, -0.08, 0.13], [-0.05, -0.05, 0.13], [-0.04, -0.01, -0.09], [-1.94, 1.72, 1.41]], "mulliken_charge": [-1.2880, -0.2005, -0.4262, 1.2079, -1.2183, -0.1580, 0.7231, -1.2298, -0.5300, -1.3189, -0.1720, -1.3341, -0.4754, -1.2263, 1.0802, -0.4959, -0.6968, -0.2140, 0.2084, 0.0570, -0.4026, 1.5837, -0.7189, -0.6980, 0.3368, 0.3383, 0.3674, 0.4101, 0.3201, 0.4288, 0.5697, 0.2884, 0.3835, 0.4022, -0.4912, 0.5726, 0.7210, 0.4008, 0.7894, 0.2962, 0.5068, 0.4834, 0.4235, 0.4903, 0.7990, 0.2097, 0.1867, 0.7100], "homo_lumo_gap_ev": [7.098, 5.619], "energy_ha": -2395.0336, "molar_mass_da": 510.3, "e_lumo_ha": [-0.30072, -0.35506], "largest_force_ev_per_a": 2.95, "multiplicity": 2, "total_charge": 2}

(4)
{"formula": "C4H5OPS", "method": "the ωB97M-V functional and the def2-TZVPD basis", "species": ["C", "C", "C", "C", "O", "P", "S", "H", "H", "H", "H", "H"], "positions_angstrom": [[-1.5692, 0.2469, -0.4169], [-0.7342, 1.4332, -0.1079], [-0.8543, -0.8730, -0.3899], [0.5042, 1.1898, 0.3322], [1.1004, -1.4321, 1.2832], [0.9150, -0.5433, -0.0171], [2.4026, -0.6485, -1.1839], [-2.6148, 0.3759, -0.8412], [-1.1419, 2.4082, 0.1626], [-1.2127, -1.9340, -0.8637], [1.3007, 1.8447, 0.6395], [1.9045, -2.0677, 1.4030]], "forces_ev_per_a": [[-1.35, 6.96, -0.65], [-6.85, -0.49, -0.57], [2.62, -6.32, -1.69], [5.02, -3.35, 0.90], [1.87, -2.14, 1.59], [-1.86, 0.84, 0.66], [0.85, -0.33, -1.05], [1.45, -0.26, 0.94], [-0.46, -0.17, -0.76], [0.91, 2.82, 1.41], [-0.23, 0.42, 0.00], [-1.97, 2.04, -0.78]], "mulliken_charge": [-0.2956, -0.3279, -0.2726, -0.3768, -0.5507, 0.5341, -0.4158, 0.3130, 0.3347, 0.2752, 0.4151, 0.3674], "homo_lumo_gap_ev": [7.291, 5.941], "energy_ha": -970.0780, "molar_mass_da": 132.1, "e_lumo_ha": [0.02766, -0.10756], "largest_force_ev_per_a": 7.12, "multiplicity": 3, "total_charge": 0, "relative_energy_ev": 0.0000}

(5)
{"formula": "C3H5NOS", "method": "the ωB97M-V functional and the def2-TZVPD basis", "species": ["C", "C", "C", "N", "O", "S", "H", "H", "H", "H", "H"], "positions_angstrom": [[-0.9065, -1.0352, 1.0724], [-0.3958, -1.8857, 0.1502], [0.6684, 1.6250, -0.7626], [-0.0567, 0.3787, -0.7015], [-0.8366, 0.2826, 0.9418], [0.7887, -1.0582, -0.8632], [-1.4583, -1.4480, 2.0584], [-0.3344, -2.8625, 0.3666], [0.2771, 2.1649, -1.5898], [0.5639, 2.2217, 0.2722], [1.6900, 1.6166, -0.9447]], "forces_ev_per_a": [[-1.39, 0.12, 1.43], [-0.07, 3.43, 0.10], [-1.22, 1.40, 2.80], [-1.00, -0.30, 0.64], [0.84, -1.23, -0.62], [-0.13, 0.26, 0.69], [1.46, 1.10, -2.32], [0.23, -3.45, 0.22], [-0.83, 0.85, -0.40], [-0.16, -1.31, -2.48], [2.26, -0.87, -0.06]], "mulliken_charge": [0.0558, -0.4571, -0.7197, -0.0927, -0.4291, 0.0217, 0.2698, 0.4329, 0.3080, 0.2590, 0.3513], "homo_lumo_gap_ev": [7.446, 7.448], "energy_ha": -645.3250, "molar_mass_da": 103.1, "e_lumo_ha": [-0.01071, -0.01053], "largest_force_ev_per_a": 3.46, "total_charge": 0, "relative_energy_ev": 5.0810}

(6)
{"formula": "H5PSi", "method": "the ωB97M-V functional and the def2-TZVPD basis", "species": ["Si", "P", "H", "H", "H", "H", "H"], "positions_angstrom": [[-0.2733, 0.4951, -0.5845], [0.4123, -1.6246, 0.2031], [0.1605, 1.3488, 0.4375], [0.5344, 1.0793, -1.6235], [-1.5429, 0.8424, -0.9903], [-0.5974, -1.7023, 1.0451], [1.5014, -1.2384, 1.0258]], "forces_ev_per_a": [[2.47, -1.33, 0.58], [1.37, 0.33, -3.03], [0.08, 1.11, 1.56], [0.64, -0.32, -0.94], [-2.39, -0.12, -0.37], [-1.64, -0.02, 2.04], [-0.52, 0.36, 0.16]], "mulliken_charge": [0.4244, -0.1543, -0.1119, -0.1156, -0.1338, 0.0267, 0.0645], "smiles": "[SiH3]P", "homo_lumo_gap_ev": 10.188, "energy_ha": -633.7687, "molar_mass_da": 64.1, "e_lumo_ha": 0.03138, "largest_force_ev_per_a": 3.34, "total_charge": 0, "relative_energy_ev": 0.6278}